This record from the OMol25 dataset describes a cluster of 11 separate species, C44H121N11O11 in total at a distorted geometry. The level of theory is ωB97M-V/def2-TZVPD.

Bonds (Å) are listed after each position.
Element x y z (Å)
1 C -9.63304 25.68950 24.71517  O2 1.413, H7 1.091, H8 1.097, H9 1.093
2 O -10.53235 25.08765 23.80687  C1 1.413, C3 1.416
3 C -11.56582 25.97657 23.42540  O2 1.416, C4 1.506, H10 1.102, H11 1.104
4 C -12.48591 25.29742 22.44575  C3 1.506, C5 1.528, N6 1.487, H12 1.092
5 C -13.40602 26.32607 21.79064  C4 1.528, H13 1.097, H14 1.091, H15 1.090
6 N -13.31729 24.25946 23.11043  C4 1.487, H16 1.014, H17 1.013
7 H -8.80868 24.99446 24.88435  C1 1.091
8 H -10.11367 25.81668 25.69357  C1 1.097
9 H -9.22233 26.61811 24.30980  C1 1.093
10 H -12.14978 26.33626 24.28790  C3 1.102
11 H -11.11180 26.86325 22.94862  C3 1.104
12 H -11.93708 24.83343 21.62337  C4 1.092
13 H -14.19518 26.71075 22.44762  C5 1.097
14 H -13.92325 25.82566 20.97015  C5 1.091
15 H -12.86539 27.20812 21.44844  C5 1.090
16 H -13.02246 24.14733 24.07429  N6 1.014
17 H -14.29028 24.53717 23.14996  N6 1.013
18 C -16.73761 24.06624 14.51888  O19 1.399, H24 1.097, H25 1.098, H26 1.092
19 O -17.14937 25.29045 15.05726  C18 1.399, C20 1.409
20 C -16.61663 26.40142 14.37280  O19 1.409, C21 1.514, H27 1.102, H28 1.107
21 C -17.05525 27.67432 15.06557  C20 1.514, C22 1.528, N23 1.454, H29 1.094
22 C -16.94726 28.86174 14.10949  C21 1.528, H30 1.092, H31 1.091, H32 1.095
23 N -16.40404 27.94470 16.33692  C21 1.454, H33 1.014, H34 1.012
24 H -17.04464 23.30035 15.24137  C18 1.097
25 H -15.64559 23.95663 14.47295  C18 1.098
26 H -17.20365 23.85345 13.55458  C18 1.092
27 H -15.52172 26.33037 14.27022  C20 1.102
28 H -16.93240 26.43637 13.31231  C20 1.107
29 H -18.12165 27.56116 15.28395  C21 1.094
30 H -16.02867 28.93617 13.52432  C22 1.092
31 H -17.03269 29.79405 14.66981  C22 1.091
32 H -17.80414 28.83979 13.42822  C22 1.095
33 H -15.40894 27.75994 16.27926  N23 1.014
34 H -16.71518 27.29154 17.04444  N23 1.012
35 C -17.46154 23.01230 23.01658  O36 1.388, H41 1.098, H42 1.098, H43 1.095
36 O -16.92031 22.12403 23.93552  C35 1.388, C37 1.401
37 C -16.12283 21.14320 23.33206  O36 1.401, C38 1.520, H44 1.097, H45 1.093
38 C -16.91688 20.19959 22.44389  C37 1.520, C39 1.535, N40 1.486, H46 1.096
39 C -18.22164 19.74120 23.11049  C38 1.535, H47 1.092, H48 1.093, H49 1.090
40 N -16.01480 19.06121 22.13120  C38 1.486, H50 1.018, H51 1.018
41 H -18.39354 22.66691 22.55079  C35 1.098
42 H -16.74443 23.28666 22.23236  C35 1.098
43 H -17.72764 23.94446 23.52473  C35 1.095
44 H -15.32124 21.59916 22.73739  C37 1.097
45 H -15.70901 20.54731 24.15000  C37 1.093
46 H -17.11932 20.72202 21.50173  C38 1.096
47 H -17.98255 19.22528 24.04275  C39 1.092
48 H -18.73420 19.02779 22.45942  C39 1.093
49 H -18.88679 20.58910 23.27651  C39 1.090
50 H -15.58809 18.72841 22.99364  N40 1.018
51 H -16.57082 18.27146 21.81010  N40 1.018
52 C -14.41198 20.47521 19.35672  O53 1.398, H58 1.100, H59 1.093, H60 1.092
53 O -14.26493 20.95866 18.05281  C52 1.398, C54 1.420
54 C -13.28992 21.98296 17.92744  O53 1.420, C55 1.512, H61 1.099, H62 1.097
55 C -13.45322 22.57237 16.54445  C54 1.512, C56 1.529, N57 1.511, H63 1.089
56 C -12.66593 21.77523 15.50453  C55 1.529, H64 1.091, H65 1.092, H66 1.099
57 N -12.93781 23.99139 16.59592  C55 1.511, H67 1.014, H68 1.015
58 H -14.52942 21.28822 20.08898  C52 1.100
59 H -13.59314 19.82035 19.66552  C52 1.093
60 H -15.36059 19.93776 19.42147  C52 1.092
61 H -13.48174 22.75377 18.68672  C54 1.099
62 H -12.28816 21.56008 18.07434  C54 1.097
63 H -14.49509 22.61708 16.22904  C55 1.089
64 H -11.62153 21.64035 15.78793  C56 1.091
65 H -12.71094 22.21542 14.50568  C56 1.092
66 H -13.12734 20.78378 15.39652  C56 1.099
67 H -12.71115 24.22947 15.63639  N57 1.014
68 H -12.08199 24.00907 17.14174  N57 1.015
69 C -12.33420 31.93812 20.51635  O70 1.405, H75 1.094, H76 1.099, H77 1.091
70 O -13.52780 31.67312 21.20819  C69 1.405, C71 1.396
71 C -14.66875 31.98795 20.46739  O70 1.396, C72 1.481, H78 1.107, H79 1.102
72 C -15.82200 31.18576 20.93622  C71 1.481, C73 1.521, N74 1.462, H80 1.109
73 C -15.65541 29.68775 20.73024  C72 1.521, H81 1.088, H82 1.086, H83 1.099
74 N -17.06132 31.68031 20.33892  C72 1.462, H84 1.012, H85 1.014
75 H -12.31183 32.94707 20.09361  C69 1.094
76 H -12.15554 31.19263 19.72902  C69 1.099
77 H -11.51218 31.83084 21.22545  C69 1.091
78 H -14.96016 33.05070 20.56738  C71 1.107
79 H -14.48236 31.85202 19.38948  C71 1.102
80 H -15.83906 31.32633 22.03573  C72 1.109
81 H -16.56386 29.15175 20.99800  C73 1.088
82 H -14.74286 29.38429 21.23500  C73 1.086
83 H -15.52455 29.51363 19.65270  C73 1.099
84 H -17.83794 31.12749 20.67991  N74 1.012
85 H -17.22878 32.63899 20.62534  N74 1.014
86 C -24.57554 24.04716 20.77155  O87 1.408, H92 1.091, H93 1.095, H94 1.094
87 O -24.63445 22.68155 21.11043  C86 1.408, C88 1.400
88 C -23.56002 22.24856 21.89582  O87 1.400, C89 1.525, H95 1.110, H96 1.100
89 C -22.18452 22.34704 21.24501  C88 1.525, C90 1.513, N91 1.469, H97 1.094
90 C -22.08514 21.40135 20.06832  C89 1.513, H98 1.093, H99 1.089, H100 1.094
91 N -21.07906 22.11366 22.18350  C89 1.469, H101 1.014, H102 1.017
92 H -25.57963 24.36228 20.48370  C86 1.091
93 H -23.96089 24.22356 19.88268  C86 1.095
94 H -24.21239 24.63449 21.62036  C86 1.094
95 H -23.54987 22.74744 22.88763  C88 1.110
96 H -23.76489 21.20406 22.17283  C88 1.100
97 H -22.08033 23.38238 20.90829  C89 1.094
98 H -21.07134 21.40880 19.65921  C90 1.093
99 H -22.75355 21.67809 19.25430  C90 1.089
100 H -22.33743 20.38742 20.39356  C90 1.094
101 H -21.22393 22.62342 23.04772  N91 1.014
102 H -21.03622 21.12132 22.40381  N91 1.017
103 C -18.54192 21.92545 19.44842  O104 1.409, H109 1.096, H110 1.094, H111 1.102
104 O -17.90597 23.15866 19.69239  C103 1.409, C105 1.399
105 C -17.09406 23.50181 18.60583  O104 1.399, C106 1.519, H112 1.105, H113 1.100
106 C -16.27798 24.75066 18.89308  C105 1.519, C107 1.523, N108 1.477, H114 1.093
107 C -17.16598 25.88487 19.38847  C106 1.523, H115 1.097, H116 1.097, H117 1.091
108 N -15.66313 25.22499 17.63696  C106 1.477, H118 1.025, H119 1.023
109 H -19.18264 21.95237 18.55945  C103 1.096
110 H -19.17715 21.68483 20.30648  C103 1.094
111 H -17.80361 21.11156 19.36875  C103 1.102
112 H -16.36756 22.69018 18.41723  C105 1.105
113 H -17.67888 23.66373 17.68788  C105 1.100
114 H -15.53884 24.60012 19.68414  C106 1.093
115 H -17.67672 25.61757 20.32131  C107 1.097
116 H -17.96228 26.15656 18.68476  C107 1.097
117 H -16.57893 26.78406 19.58329  C107 1.091
118 H -14.83852 24.69650 17.33449  N108 1.025
119 H -16.32161 24.99632 16.88873  N108 1.023
120 C -17.62589 16.16473 15.25417  O121 1.399, H126 1.100, H127 1.085, H128 1.104
121 O -17.93337 17.27728 16.04486  C120 1.399, C122 1.403
122 C -17.11179 18.37839 15.76136  O121 1.403, C123 1.505, H129 1.103, H130 1.105
123 C -17.61077 19.57370 16.52729  C122 1.505, C124 1.520, N125 1.459, H131 1.106
124 C -18.95037 20.13553 16.07829  C123 1.520, H132 1.092, H133 1.094, H134 1.091
125 N -16.57975 20.60518 16.49462  C123 1.459, H135 1.011, H136 1.017
126 H -17.61438 16.43517 14.18752  C120 1.100
127 H -18.35274 15.38458 15.45349  C120 1.085
128 H -16.61699 15.77129 15.46684  C120 1.104
129 H -16.06459 18.14934 16.02006  C122 1.103
130 H -17.11494 18.59979 14.67880  C122 1.105
131 H -17.76081 19.26058 17.57786  C123 1.106
132 H -19.43988 20.65366 16.90541  C124 1.092
133 H -19.64132 19.33648 15.79212  C124 1.094
134 H -18.86030 20.82992 15.24174  C124 1.091
135 H -16.71405 21.38665 17.12196  N125 1.011
136 H -15.66443 20.24192 16.74952  N125 1.017
137 C -17.30122 17.31326 19.60424  O138 1.421, H143 1.100, H144 1.088, H145 1.095
138 O -17.43202 16.49087 20.75612  C137 1.421, C139 1.413
139 C -16.34587 15.59962 20.90165  O138 1.413, C140 1.505, H146 1.100, H147 1.108
140 C -16.69050 14.55579 21.92987  C139 1.505, C141 1.522, N142 1.474, H148 1.105
141 C -17.15792 15.11955 23.26414  C140 1.522, H149 1.088, H150 1.095, H151 1.089
142 N -15.52880 13.67268 22.13566  C140 1.474, H152 1.014, H153 1.014
143 H -16.27149 17.66009 19.43604  C137 1.100
144 H -17.92090 18.19377 19.76197  C137 1.088
145 H -17.58615 16.75099 18.70928  C137 1.095
146 H -16.04216 15.15273 19.94391  C139 1.100
147 H -15.46442 16.17792 21.24325  C139 1.108
148 H -17.52729 13.97601 21.50078  C140 1.105
149 H -17.92492 15.88275 23.15494  C141 1.088
150 H -16.30378 15.60272 23.74916  C141 1.095
151 H -17.51641 14.28990 23.87088  C141 1.089
152 H -15.84009 12.76468 22.46268  N142 1.014
153 H -15.02996 13.48256 21.27324  N142 1.014
154 C -9.40952 27.78549 15.98128  O155 1.378, H160 1.100, H161 1.098, H162 1.093
155 O -10.66048 27.31513 16.31797  C154 1.378, C156 1.416
156 C -11.54817 28.35805 16.67738  O155 1.416, C157 1.505, H163 1.098, H164 1.099
157 C -12.86022 27.76301 17.11294  C156 1.505, C158 1.527, N159 1.477, H165 1.094
158 C -12.68862 26.89649 18.35804  C157 1.527, H166 1.094, H167 1.090, H168 1.095
159 N -13.39517 26.94760 16.00384  C157 1.477, H169 1.025, H170 1.021
160 H -8.83660 28.19532 16.82560  C154 1.100
161 H -9.44318 28.55492 15.19820  C154 1.098
162 H -8.82635 26.94584 15.59489  C154 1.093
163 H -11.14974 28.97158 17.49683  C156 1.098
164 H -11.73535 29.00808 15.81064  C156 1.099
165 H -13.56441 28.57303 17.32358  C157 1.094
166 H -13.60469 26.35507 18.61043  C158 1.094
167 H -12.37814 27.45258 19.24276  C158 1.090
168 H -11.96130 26.11715 18.10765  C158 1.095
169 H -14.14808 26.39689 16.42859  N159 1.025
170 H -12.68345 26.24417 15.80267  N159 1.021
171 C -20.87401 25.36336 19.80066  O172 1.419, H177 1.086, H178 1.099, H179 1.094
172 O -21.88605 25.10009 18.84217  C171 1.419, C173 1.418
173 C -21.47028 24.31633 17.73552  O172 1.418, C174 1.512, H180 1.097, H181 1.096
174 C -20.38763 24.98881 16.92135  C173 1.512, C175 1.559, N176 1.463, H182 1.097
175 C -20.82656 26.37387 16.35646  C174 1.559, H183 1.089, H184 1.093, H185 1.091
176 N -19.85580 24.06558 15.91946  C174 1.463, H186 1.018, H187 1.016
177 H -21.34770 25.66195 20.73167  C171 1.086
178 H -20.21558 26.17012 19.44928  C171 1.099
179 H -20.20755 24.51401 19.97592  C171 1.094
180 H -21.13737 23.33242 18.08894  C173 1.097
181 H -22.37515 24.19264 17.12908  C173 1.096
182 H -19.56426 25.18443 17.61983  C174 1.097
183 H -20.64749 26.39793 15.28253  C175 1.089
184 H -20.21458 27.16630 16.79411  C175 1.093
185 H -21.87115 26.60280 16.57112  C175 1.091
186 H -20.59670 23.80154 15.27332  N176 1.018
187 H -19.15460 24.56085 15.37674  N176 1.016

As for the LUMO energy: 0.021 Eh. As for the SMILES: COC[C@H](C)N.COC[C@H](C)N.COC[C@H](C)N.COC[C@H](C)N.COC[C@H](C)N.COC[C@H](C)N.COC[C@H](C)N.COC[C@H](C)N.COC[C@H](C)N.COC[C@H](C)N.COC[C@H](C)N. The largest force on an atom is 0.040 Eh/bohr. For the energy, the calculation gives -3178.7785 Ha. The energy relative to the best compared isomer or geometry (same formula, charge and spin) comes out at 0.267 eV.